Record 1
The following is a DFT calculation (ωB97M-V with the def2-TZVPD basis set) of a 2-piece molecular cluster, C2H5NSi overall.

Geometry as ORCA input:
```
! RIJCOSX wB97M-V def2-TZVPD def2/J DEFGRID3
* xyz 0 1
Si -1.45009 2.59125 -0.96837
N 0.18761 -1.27981 -1.12731
C 1.13446 -1.07270 1.20393
C 0.73861 -1.20919 -0.04255
H -0.74181 2.25992 0.28628
H 1.59863 -1.93217 1.64142
H 0.73433 -0.21244 1.74976
H 0.43075 -0.91853 -2.01640
H -2.63250 1.77367 -0.72678
*
```

frontier orbital gap	7.643	eV

Record 2
The following is a DFT calculation (ωB97M-V with the def2-TZVPD basis set) of C2H5NSi as an isolated structure.

Geometry as ORCA input:
```
! RIJCOSX wB97M-V def2-TZVPD def2/J DEFGRID3
* xyz 0 1
Si -1.54940 1.20591 1.09164
N 1.48673 -1.42795 0.25998
C 0.64511 -0.56136 0.47746
C -0.40173 0.10611 0.48157
H 2.55417 -1.29209 0.45671
H 0.91839 -0.73733 -2.20174
H -1.40700 2.18381 2.05995
H 0.66004 -0.66780 -2.98852
H -2.90633 1.19070 0.36294
*
```

frontier orbital gap	7.767	eV

Record 3
The following is a DFT calculation (ωB97M-V with the def2-TZVPD basis set) of C2H5NSi as an isolated structure.

Geometry as ORCA input:
```
! RIJCOSX wB97M-V def2-TZVPD def2/J DEFGRID3
* xyz 0 1
Si 1.14025 -0.94436 0.19123
N -0.44214 -0.79306 -0.53689
C -1.26588 2.15657 -0.40857
C -0.92317 1.03800 -0.34240
H -1.10432 -1.37806 -0.01400
H -1.72315 3.10765 -0.31769
H 2.06461 -0.04028 -0.46293
H 1.31528 -2.40124 0.24039
H 0.93854 -0.74521 1.65086
*
```

frontier orbital gap	10.258	eV

Record 4
The following is a DFT calculation (ωB97M-V with the def2-TZVPD basis set) of an isolated ion of composition C2H5O and charge -1.

Geometry as ORCA input:
```
! RIJCOSX wB97M-V def2-TZVPD def2/J DEFGRID3
* xyz -1 1
O 1.61574 -0.05861 -0.85826
C 0.22675 -0.12735 -0.71258
C -0.26991 0.11897 0.76968
H -1.18894 0.58394 0.69580
H -0.36111 -0.95724 1.12159
H -0.23961 0.75464 -1.29873
H 0.42986 0.80576 1.33373
H -0.21278 -1.12011 -1.05124
*
```

structure (SMILES)	CC[O-]
frontier orbital gap	6.952	eV

Record 5
The following is a DFT calculation (ωB97M-V with the def2-TZVPD basis set) of a 2-piece molecular cluster, C2H5O2 overall.

Geometry as ORCA input:
```
! RIJCOSX wB97M-V def2-TZVPD def2/J DEFGRID3
* xyz 1 1
O -1.92085 0.64463 -0.05452
O 0.21955 0.86348 0.15990
C 1.48142 0.82172 -0.09330
C -0.81481 0.01339 -0.03274
H 2.08811 1.65563 0.28021
H -0.69154 -0.81809 -0.88420
H -2.71370 0.08656 -0.16848
H -1.03179 -0.99772 1.33179
H 2.01460 -0.05464 -0.31478
*
```

frontier orbital gap (spin up / spin down)	7.131 / 7.131	eV

Record 6
The following is a DFT calculation (ωB97M-V with the def2-TZVPD basis set) of C2H5O2P as an isolated structure.

Geometry as ORCA input:
```
! RIJCOSX wB97M-V def2-TZVPD def2/J DEFGRID3
* xyz 0 1
P -1.84625 -0.64164 -0.12672
O -1.44639 0.95239 0.14205
O 1.78370 -0.80821 0.52021
C -0.03232 0.94202 0.34589
C 0.49586 -0.48271 -0.05523
H 0.74877 -0.45046 -1.08383
H 0.24260 0.92208 1.36734
H 1.70132 -1.79056 0.55365
H 0.50484 1.82443 -0.04692
H -2.15212 -0.46734 -1.61646
*
```

frontier orbital gap	8.365	eV

Record 7
The following is a DFT calculation (ωB97M-V with the def2-TZVPD basis set) of a 2-piece molecular cluster, C2H5O2S3 overall.

Geometry as ORCA input:
```
! RIJCOSX wB97M-V def2-TZVPD def2/J DEFGRID3
* xyz -1 1
S -1.53389 0.58684 -1.13345
S 0.01423 2.17315 0.95471
S 1.59686 -0.58682 -1.11630
O 0.85254 -0.45561 -2.41794
O 1.74184 -1.95058 -0.55656
C -0.25424 0.48006 0.24671
C -0.57910 -0.46635 1.29783
H -1.31008 -0.21034 2.19837
H -0.74507 -0.11833 -2.04172
H 0.97119 2.76803 0.00525
H -1.12434 -1.31756 0.88744
H 0.37007 -0.90249 1.67568
*
```

frontier orbital gap	6.757	eV

Record 8
The following is a DFT calculation (ωB97M-V with the def2-TZVPD basis set) of a 2-piece molecular cluster, C2H5O3 overall.

Geometry as ORCA input:
```
! RIJCOSX wB97M-V def2-TZVPD def2/J DEFGRID3
* xyz 0 2
O -0.07040 -2.43290 -0.62022
O 1.29039 2.60689 2.40025
O 1.20827 1.21136 0.62709
C 0.94313 2.22573 1.21155
C -0.93393 -1.34575 -0.92588
H -1.33018 -0.89019 -0.01591
H 0.77955 -2.06346 -0.36213
H 0.30588 3.02062 0.75937
H -1.74683 -1.74323 -1.53061
H -0.44589 -0.58907 -1.54351
*
```

frontier orbital gap (spin up / spin down)	10.982 / 6.533	eV

Record order is preserved below.
F_max: 0.035 0.091 0.171 0.063 0.164 0.062 0.063 0.017 hartree/bohr